[1]
Computed, not measured: a structure of composition C7H10BrNO, with ωB97M-V/def2-TZVPD.

XYZ file:
```
20
Properties=species:S:1:pos:R:3
C 1.43254 1.81850 1.37160
C 0.74786 1.32530 0.31074
C 1.59410 1.36823 -0.80143
C 1.45527 0.84778 -2.16066
C -1.26695 0.31861 1.95429
C -0.80035 -1.01624 -0.03765
C -0.97860 0.35987 0.49555
N 2.71007 1.89669 -0.37677
O 2.60559 2.18973 0.88374
Br -2.22445 1.52194 -0.56019
H 1.17432 2.07427 2.34428
H 0.69218 1.33059 -2.72145
H 2.58924 0.95216 -2.71412
H 1.21379 -0.21329 -2.10019
H -2.31001 -0.04479 2.12980
H -0.48068 -0.15832 2.51430
H -1.47323 1.31588 2.31412
H -1.78765 -1.51452 0.01619
H -0.10305 -1.41837 0.64794
H -0.40440 -1.21660 -1.09994
```

Results
E_LUMO	0.6	eV
total energy	-2976.6040	Eh
charge	0
relative energy (zero: lowest compared OMol25 entry of this formula, charge and spin)	43.1	kcal per mole

Here are the Löwdin charges for atoms 1 to 5, given in e:
1. C -0.085
2. C -0.050
3. C -0.365
4. C -0.033
5. C -0.162

=====

[2]
Computed, not measured: a structure of composition C19H30NO2P2Sn, with ωB97M-V/def2-TZVPD.

XYZ file:
```
55
Properties=species:S:1:pos:R:3
C 1.00010 -1.27880 -4.11910
C 1.07860 -0.86850 -2.74880
N -0.11350 -0.70910 -2.05180
C -1.31260 -0.99120 -2.62880
C -1.41660 -1.36440 -3.96850
C -0.22660 -1.50190 -4.71760
C 2.30790 -0.56330 -2.10150
P 2.28010 -0.31330 -0.34110
Sn 0.00000 0.00000 0.00000
P -2.29890 0.02560 -0.18970
C -2.53620 -0.99570 -1.73020
O 1.83710 2.21870 -2.88590
O -0.82080 2.67320 -2.59570
H 1.93130 -1.40460 -4.67980
H -2.39550 -1.57260 -4.40770
H -0.27560 -1.80430 -5.76970
C 3.08370 -1.71850 0.54870
C 3.39700 1.10050 0.05910
H -3.44330 -0.70230 -2.28630
H -2.69360 -2.03310 -1.37490
H 2.04580 1.26540 -2.62150
H 3.24010 -0.82340 -2.62010
C -3.34170 -0.78150 1.08940
C -3.13400 1.62220 -0.54440
H 0.33420 1.34120 -0.05470
H -0.71290 3.56650 -2.22250
H 0.12310 2.43090 -2.81640
H 2.18470 2.28110 -3.79360
H -0.12460 -1.52770 0.44060
H -0.10040 1.26610 -0.75520
H 4.12840 -1.84860 0.21590
H 3.06230 -1.52190 1.63460
H 2.51130 -2.63520 0.33610
H 4.44400 0.85950 -0.19720
H 3.07200 1.97160 -0.53300
H 3.32450 1.33300 1.13510
H -4.20130 1.47680 -0.78660
H -3.04170 2.27400 0.34130
H -2.59780 2.08120 -1.39350
H -4.40240 -0.83230 0.78850
H -2.95060 -1.79490 1.27540
H -3.24580 -0.20060 2.02200
C -0.39730 0.50650 1.98510
C -0.49170 0.48750 3.18720
C -0.40070 0.41380 4.62320
C -1.41060 0.92220 5.44900
C -1.29870 0.80720 6.84020
C -0.18300 0.18010 7.40820
C 0.82140 -0.33550 6.58610
C 0.71310 -0.22160 5.19730
H -2.28070 1.40320 5.01910
H -2.07660 1.19980 7.48140
H -0.09840 0.08900 8.48390
H 1.68320 -0.82560 7.02380
H 1.49680 -0.63100 4.57000
```

Results
E_LUMO	-2.7	eV
total energy	-1843.6474	Eh
charge	+1
relative energy (zero: lowest compared OMol25 entry of this formula, charge and spin)	63.6	kcal per mole

Here are the Löwdin charges for atoms 1 to 5, given in e:
1. C -0.020
2. C -0.351
3. N -0.067
4. C -0.313
5. C -0.027

=====

[3]
Computed, not measured: an isolated molecule of C3H7N3O2, with ωB97M-V/def2-TZVPD.

XYZ file:
```
15
Properties=species:S:1:pos:R:3
O -3.04450 0.39113 0.02244
N -2.26430 -0.77955 0.01650
C -1.00834 -0.43206 -0.14658
N 0.06583 -1.35680 -0.28382
N 1.22669 -1.02620 0.38620
C 1.71678 0.15646 -0.33399
C 0.72828 1.28962 0.10514
O -0.65174 0.91339 -0.11983
H -4.04881 0.12830 0.01280
H -0.18823 -2.39202 -0.27939
H 1.11882 -0.80649 1.36124
H 1.65326 -0.04921 -1.40269
H 2.79363 0.35631 0.02498
H 0.91676 1.47225 1.16769
H 0.98585 2.13486 -0.53070
```

Results
E_LUMO	0.9	eV
total energy	-433.1314	Eh
charge	0
relative energy (zero: lowest compared OMol25 entry of this formula, charge and spin)	120.1	kcal per mole
SMILES	O/N=C1/NNCCO1

Here are the Löwdin charges for atoms 1 to 5, given in e:
1. O -0.124
2. N 0.018
3. C -0.357
4. N -0.019
5. N -0.090

=====

[4]
Computed, not measured: an isolated molecule of C2H6N4O2, with ωB97M-V/def2-TZVPD.

XYZ file:
```
14
Properties=species:S:1:pos:R:3
N 0.65161 -1.58469 0.30380
N 1.16884 -0.13027 0.39585
C 0.02334 0.47692 -0.09919
N -1.07655 -0.26227 -0.62793
N -1.72886 -1.21784 0.06508
C 0.14965 1.97020 -0.19581
O -0.45457 2.58422 -1.10699
O 1.13458 2.65583 0.70602
H 1.60309 -2.01435 0.56548
H 0.81627 -1.85253 -0.80660
H -1.74849 0.41478 -1.07740
H -1.59769 -0.93878 1.01390
H -0.84846 -1.98332 -0.01824
H 1.90725 1.88209 0.88203
```

Results
E_LUMO	-0.5	eV
total energy	-449.1337	Eh
charge	0
relative energy (zero: lowest compared OMol25 entry of this formula, charge and spin)	117.6	kcal per mole
SMILES	N/N=C(\NN)C(=O)O

Here are the Löwdin charges for atoms 1 to 5, given in e:
1. N -0.108
2. N 0.046
3. C -0.247
4. N -0.121
5. N -0.043

=====

[5]
Computed, not measured: a structure of composition C28H30O4P2PtS2, with ωB97M-V/def2-TZVPD.

XYZ file:
```
67
Properties=species:S:1:pos:R:3
Pt -1.14541 0.06057 -0.96816
C 0.50021 1.18951 1.42000
C 1.66351 0.54899 0.64762
P 1.12796 -0.16485 -0.97098
C 1.80644 0.85903 -2.26644
C 2.14950 0.29870 -3.49934
C 2.68654 1.10497 -4.48960
C 2.88445 2.45911 -4.25707
C 2.54833 3.02122 -3.03040
C 2.00567 2.22490 -2.03767
C 1.78620 -1.82762 -1.12196
C 1.27814 -2.77443 -2.00924
C 1.87869 -4.01719 -2.12315
C 2.99829 -4.32276 -1.36204
C 3.53289 -3.37564 -0.50049
C 2.93685 -2.13043 -0.38501
P -0.90647 0.04854 1.31234
C -0.33059 -1.54919 1.85934
C 0.49254 -1.49707 2.99715
C 1.01205 -2.66144 3.53311
C 0.71958 -3.88145 2.93478
C -0.09252 -3.93583 1.81234
C -0.62576 -2.77617 1.27252
C -2.26398 0.72082 2.21607
C -2.63445 2.06169 2.07378
C -3.68115 2.56004 2.82685
C -4.35492 1.72587 3.71152
C -3.98748 0.39272 3.85452
C -2.95001 -0.12069 3.09993
H 0.16376 2.13495 0.98843
H 0.75229 1.39312 2.46167
H 2.04125 -0.29448 1.22194
H 2.48926 1.24092 0.49331
H 2.02235 -0.76019 -3.68322
H 2.96326 0.66979 -5.43999
H 3.31807 3.08097 -5.02880
H 2.72634 4.07211 -2.84663
H 1.77049 2.67465 -1.08031
H 0.43012 -2.55466 -2.64083
H 1.47392 -4.74577 -2.81235
H 3.46489 -5.29456 -1.45226
H 4.41884 -3.59864 0.07809
H 3.39301 -1.40542 0.27497
H 0.71754 -0.55711 3.48785
H 1.63490 -2.61814 4.41601
H 1.12376 -4.79426 3.35213
H -0.32499 -4.88802 1.35485
H -1.26522 -2.84009 0.40492
H -2.10325 2.71969 1.39523
H -3.96799 3.59793 2.72984
H -5.17476 2.12024 4.29713
H -4.51454 -0.24904 4.54660
H -2.67827 -1.16348 3.19430
O -4.88956 -1.62772 -1.42166
S -3.68102 -1.13825 -0.88772
O -3.25029 -1.48105 0.44985
O -3.36646 0.30995 -1.19041
S -1.86058 -1.81974 -1.92419
C -0.53759 4.47054 -0.77182
C -1.00965 3.45964 -1.77721
O -1.53151 2.25028 -1.11056
H -0.19851 5.36504 -1.29624
H 0.30374 4.10522 -0.17955
H -1.33379 4.77492 -0.09243
H -0.22652 3.12364 -2.45331
H -1.83595 3.83076 -2.38155
H -2.49247 2.19432 -1.22646
```

Results
E_LUMO (alpha / beta)	-8.5 / -8.5	eV
total energy	-2983.7927	Eh
charge	+2

Here are the Löwdin charges for atoms 1 to 5, given in e:
1. Pt 0.858
2. C -0.313
3. C -0.308
4. P 0.931
5. C -0.344

=====

[6]
Computed, not measured: an isolated molecule of C5H8O, with ωB97M-V/def2-TZVPD.

XYZ file:
```
14
Properties=species:S:1:pos:R:3
C 1.30324 0.26450 0.84684
C -0.10415 0.25915 0.30475
C -0.30661 -0.68287 -0.96746
C -0.99736 -0.76765 0.73083
C -0.41727 1.15939 -0.84568
O 0.42380 1.90584 -1.35063
H 1.70598 -0.73682 1.05691
H 1.93731 0.78415 0.12805
H 1.31023 0.83489 1.78188
H -1.19627 -1.01299 -1.47610
H 0.62402 -1.13263 -1.29643
H -0.70547 -1.48572 1.51275
H -2.07510 -0.67045 0.59305
H -1.50234 1.28121 -1.01875
```

Results
E_LUMO	0.7	eV
total energy	-270.4242	Eh
charge	0
relative energy (zero: lowest compared OMol25 entry of this formula, charge and spin)	83.9	kcal per mole

Here are the Löwdin charges for atoms 1 to 5, given in e:
1. C -0.021
2. C -0.445
3. C 0.030
4. C 0.049
5. C -0.394

=====

Question: Number 1 is which compound?
Answer: C7H10BrNO